1.
{
  "formula": "C10H25N4NaSi",
  "method": "wB97M-V/def2-TZVPD",
  "charge": 0,
  "orbital_gap_ev": 6.208,
  "homo_ha": -0.224,
  "lumo_ev": 0.1,
  "elements": ["Na", "N", "C", "C", "C", "N", "H", "H", "H", "H", "H", "H", "H", "H", "H", "H", "N", "C", "C", "N", "C", "H", "H", "H", "H", "C", "Si", "C", "C", "C", "H", "H", "H", "H", "H", "H", "H", "H", "H", "H", "H"],
  "xyz": [[0.2173, 0.4116, -0.4929], [2.6067, -0.2045, -0.4688], [3.1686, -1.0485, 0.5971], [2.8528, -0.5380, 2.0031], [1.4190, -0.7610, 2.4875], [0.4791, 0.1896, 1.8926], [2.9496, -0.5254, -1.3678], [2.9430, 0.7475, -0.3584], [4.2585, -1.1340, 0.5117], [2.7605, -2.0557, 0.4832], [3.0971, 0.5287, 2.0676], [3.5256, -1.0539, 2.6922], [1.4168, -0.7207, 3.5833], [1.1060, -1.7691, 2.2092], [0.5303, 1.0865, 2.3604], [-0.4786, -0.1381, 1.9664], [-0.5257, 4.6584, -0.4449], [0.7741, 5.0802, -0.5867], [1.5164, 3.9388, -0.6398], [0.6951, 2.8377, -0.5908], [-0.5259, 3.3053, -0.4721], [-1.3369, 5.2449, -0.3644], [1.0467, 6.1199, -0.6127], [2.5859, 3.8471, -0.7306], [-1.4146, 2.6903, -0.4036], [-1.3123, -2.6234, 0.4535], [-2.2345, -1.6573, -0.9040], [-1.2818, -2.0190, -2.5092], [-3.8885, -2.5875, -1.1027], [-2.2073, 0.1224, -0.5427], [-1.4055, -3.7036, 0.3158], [-1.7071, -2.3838, 1.4465], [-0.2430, -2.3841, 0.4483], [-1.3372, -3.0765, -2.7808], [-0.2216, -1.7568, -2.4239], [-1.6976, -1.4423, -3.3404], [-3.7668, -3.6531, -1.3153], [-4.4726, -2.1490, -1.9172], [-4.4861, -2.4947, -0.1911], [-2.7312, 0.3671, 0.3921], [-2.6744, 0.7041, -1.3497]],
  "atomic_forces_ev_per_a": [[0.08, 0.08, -0.02], [0.01, -0.06, -0.01], [0.06, 0.04, 0.13], [-0.14, -0.06, -0.11], [0.16, 0.04, 0.03], [0.02, -0.10, 0.06], [0.00, 0.01, 0.00], [-0.02, 0.01, -0.01], [-0.01, -0.01, -0.04], [-0.01, 0.00, -0.02], [0.03, 0.00, 0.03], [0.01, 0.02, 0.01], [-0.04, -0.02, 0.00], [-0.04, 0.00, 0.01], [-0.02, 0.02, -0.02], [-0.01, 0.02, 0.03], [-0.02, 0.00, -0.19], [0.09, -0.05, 0.27], [-0.05, 0.09, -0.23], [-0.02, -0.08, 0.10], [-0.01, 0.01, 0.07], [-0.02, -0.01, -0.03], [-0.01, 0.00, 0.03], [-0.01, 0.01, -0.03], [0.00, 0.01, -0.01], [-0.01, 0.05, -0.01], [-0.06, -0.08, -0.03], [-0.07, 0.03, 0.03], [0.05, 0.19, 0.03], [-0.09, -0.15, -0.08], [0.00, 0.00, 0.00], [0.02, 0.00, -0.01], [-0.01, 0.00, 0.02], [0.01, 0.00, 0.01], [0.00, 0.00, -0.01], [0.02, 0.00, 0.01], [0.07, 0.00, 0.00], [0.00, 0.00, 0.02], [0.00, 0.00, -0.02], [0.03, 0.00, 0.01], [0.00, -0.01, 0.00]]
}

---

2.
{
  "formula": "C10H25NO11P2",
  "method": "wB97M-V/def2-TZVPD",
  "charge": 0,
  "orbital_gap_ev": 9.555,
  "homo_ha": -0.340,
  "lumo_ev": 0.3,
  "smiles": "C[C@@H](OCC(N)(CO)CO)[C@@H](O)[P@@](=O)(O)O[C@H](C)[C@H](O)P(=O)(O)O",
  "elements": ["C", "C", "O", "C", "C", "N", "C", "O", "C", "O", "C", "O", "P", "O", "O", "O", "C", "C", "C", "O", "P", "O", "O", "O", "H", "H", "H", "H", "H", "H", "H", "H", "H", "H", "H", "H", "H", "H", "H", "H", "H", "H", "H", "H", "H", "H", "H", "H", "H"],
  "xyz": [[-1.9121, 1.2742, 3.1056], [-1.3264, 0.9933, 1.6747], [0.0863, 1.3151, 1.4975], [0.4460, 2.6642, 1.7917], [1.6709, 2.9601, 0.8262], [2.5779, 1.8611, 0.9548], [2.4010, 4.1873, 1.3196], [2.9553, 3.8132, 2.6175], [1.1117, 3.1573, -0.6932], [0.1292, 4.1125, -0.7642], [-1.4307, -0.5216, 1.3785], [-2.7994, -0.9173, 1.2226], [-0.3608, -1.1228, -0.1199], [-0.9960, -0.5060, -1.3030], [1.1513, -0.7532, -0.1420], [-0.2621, -2.6870, -0.2117], [-1.2023, -3.2735, -1.0820], [-1.8563, -4.3961, -0.2572], [-0.4760, -3.8263, -2.3235], [0.5011, -4.7892, -1.7890], [0.2624, -2.3903, -3.4236], [1.5255, -1.9940, -2.7900], [0.8029, -2.8463, -4.7714], [-0.6888, -1.2350, -3.6162], [-3.0223, 1.1778, 3.2898], [-1.7781, 2.2433, 3.5868], [-1.3573, 0.5847, 3.7377], [-1.7897, 1.6691, 0.8836], [-0.3499, 3.3549, 1.7972], [0.7972, 2.7289, 2.7816], [2.1490, 0.9308, 0.8039], [3.4643, 1.9884, 0.5202], [3.3250, 4.4209, 0.7497], [1.6586, 5.0450, 1.4677], [3.0645, 2.7792, 2.5582], [0.5823, 2.2021, -0.9556], [1.8914, 3.3021, -1.5148], [-0.5050, 3.7323, -1.3732], [-0.9570, -0.9976, 2.2326], [-3.2848, -0.6156, 0.4137], [1.5310, -1.2704, -0.8066], [-1.9851, -2.6176, -1.5351], [-1.1058, -4.8827, 0.3716], [-2.3163, -5.2908, -0.8568], [-2.6188, -3.9100, 0.4044], [-1.1200, -4.3642, -3.0189], [0.8777, -4.3733, -0.9304], [1.3168, -2.0839, -4.9990], [-0.7782, -0.8332, -2.7100]],
  "atomic_forces_ev_per_a": [[-0.27, -0.30, 0.20], [0.19, 1.88, -1.02], [-1.55, -0.50, 0.98], [1.97, -1.07, -1.37], [-1.74, 0.72, -1.81], [-0.81, -1.55, 0.51], [0.37, 0.17, 1.85], [-0.20, -1.55, -0.10], [1.12, -2.67, 0.43], [-1.04, 1.47, -0.02], [0.31, 0.50, -1.23], [0.42, -0.45, -0.14], [-0.77, 2.63, 0.21], [-1.19, 0.36, -0.16], [-0.46, 1.68, 3.43], [-0.43, 0.27, 0.32], [-2.05, -2.25, -2.10], [-1.19, -1.08, -0.38], [1.58, -0.21, 0.15], [0.09, 2.02, 0.59], [2.46, -2.11, 3.91], [1.05, 1.17, 2.73], [-1.68, -2.34, -3.31], [-2.03, 0.63, -1.48], [1.13, -0.67, -0.91], [0.71, 0.40, -0.78], [-0.29, -0.20, 0.42], [-0.23, -1.21, 0.82], [-1.21, 0.82, -1.03], [0.78, -0.18, 1.36], [0.57, 1.03, -0.10], [0.42, -0.02, -0.60], [-1.05, 0.31, -0.50], [1.35, -0.93, -0.38], [-0.28, 2.58, -0.06], [1.01, 0.16, 0.35], [-0.35, -0.04, 1.41], [-0.38, 0.52, -0.02], [-0.63, -0.48, 0.33], [1.41, 0.07, 0.78], [1.71, -1.64, -2.68], [0.60, 0.10, 1.09], [-0.05, 0.24, -0.03], [0.63, 2.05, 0.81], [0.51, -0.67, -0.50], [-0.35, -0.28, 0.51], [-0.75, -0.83, -2.30], [1.13, 0.62, -0.85], [-0.54, 0.81, 0.69]]
}